(1)
62
Properties=species:S:1:pos:R:3 method="wB97M-V/def2-TZVPD" s2=0.753 total_energy_ev=-146474.252 e_lumo_ha="-0.1070 / -0.2521" molar_mass_g_mol=710.11 homo_ev="-10.7 / -10.7" multiplicity=2 gap_ev="7.77 / 3.82" charge=+1 relative_energy_kcal_mol=35.2
Mg -0.4935 -1.3668 -0.1535
Cl -4.8439 -6.4478 0.0512
C -3.9616 -5.0076 -0.3409
C -3.4867 -4.8252 -1.6561
C -2.7999 -3.6974 -2.0153
C -2.5138 -2.6897 -1.0685
O -1.8565 -1.6117 -1.4096
C -2.9794 -2.8994 0.2696
C -2.6776 -1.9884 1.3162
O -1.8713 -1.0219 1.2513
C -3.7209 -4.0624 0.6008
H -3.6760 -5.6016 -2.3863
H -2.4479 -3.5495 -3.0270
H -3.1826 -2.1593 2.2734
H -4.0746 -4.2011 1.6161
C -2.3292 2.8936 0.3304
Si -0.6231 3.0661 -0.3618
C -0.7262 3.3252 -2.1877
C 0.3048 4.4427 0.4581
As 0.5349 0.9797 0.0249
Si 0.7778 0.9287 2.4945
C 1.4355 -0.6678 3.1152
C -0.8925 1.2838 3.2044
C 2.0058 2.3144 2.6985
Si 2.2795 0.9837 -1.7578
C 1.2860 0.8191 -3.3059
C 3.5798 -0.2962 -1.6439
C 2.9782 2.6673 -1.4169
H -2.9480 3.6673 -0.1328
H -2.3532 3.0443 1.4077
H -2.7795 1.9242 0.1022
H -1.4739 4.1065 -2.3517
H -1.0549 2.4329 -2.7225
H 0.2154 3.6673 -2.6192
H -0.0050 5.3738 -0.0250
H 1.3875 4.3616 0.3676
H 0.0529 4.5130 1.5174
H 0.7777 -1.5042 2.8744
H 1.4749 -0.5719 4.2059
H 2.4338 -0.8931 2.7451
H -1.6784 1.3135 2.4578
H -0.8793 2.2315 3.7486
H -1.1446 0.4829 3.9014
H 2.5890 2.5284 1.8028
H 2.7069 2.0247 3.4860
H 1.4986 3.2316 2.9979
H 0.3857 0.2202 -3.1522
H 1.9000 0.2999 -4.0461
H 0.9944 1.7847 -3.7156
H 3.2003 -1.2902 -1.8636
H 4.0852 -0.3198 -0.6793
H 4.3114 -0.0326 -2.4156
H 2.2983 3.4693 -1.7053
H 3.8951 2.7601 -2.0080
H 3.2499 2.7938 -0.3680
F 2.2193 -1.7731 0.5651
Sb 1.6363 -3.4473 -0.1204
F 3.1920 -3.6530 -1.1113
F 0.8527 -2.2213 -1.4479
F 0.6893 -4.8101 -0.9328
F 0.0178 -2.9697 0.8824
F 2.2271 -4.3554 1.3815

=====

(2)
53
Properties=species:S:1:pos:R:3 method="wB97M-V/def2-TZVPD" total_energy_ev=-62254.887 e_lumo_ha=-0.0406 molar_mass_g_mol=382.44 homo_ev=-5.8 multiplicity=1 gap_ev=4.72 charge=0 relative_energy_kcal_mol=133.6
P 3.1753 -1.7376 -4.3328
P 3.8791 -3.6905 -1.9681
C 4.7653 -2.7196 -4.4997
C 4.6945 -4.0005 -3.6597
H 5.5871 -2.0544 -4.1794
H 4.9345 -2.9234 -5.5714
H 4.1006 -4.7643 -4.1784
H 5.7094 -4.3935 -3.4975
C 5.5154 -3.1503 -1.3162
H 5.4701 -3.0302 -0.2417
H 5.8798 -2.2304 -1.7554
H 6.2627 -3.9089 -1.5264
C 3.9339 -5.3401 -1.2287
H 4.9637 -5.6619 -1.0520
H 3.4204 -6.0545 -1.8753
H 3.4143 -5.2733 -0.2690
C 3.7551 -0.2612 -5.2585
H 3.0005 0.5299 -5.1991
H 3.9462 -0.4664 -6.3204
H 4.6775 0.1282 -4.8029
C 2.0734 -2.6099 -5.5139
H 1.8607 -3.6192 -5.1189
H 2.5212 -2.6789 -6.5232
H 1.1297 -2.0353 -5.5488
Ca 0.1913 -2.9342 -1.5686
C 3.0496 -0.3477 0.6551
C 4.3349 -0.5015 0.1490
C 4.8122 0.3852 -0.9725
C 3.9947 1.6843 -0.9264
C 2.9334 1.7420 -1.9556
C 2.4580 0.6250 -2.5278
C 2.3093 -0.7184 -1.8019
C 1.8791 -0.6437 -0.3138
C -1.4280 -1.1733 -1.8245
H 2.7872 -0.2996 1.7461
H 5.0094 -1.2654 0.5511
H 4.6532 -0.1855 -1.9006
H 5.9020 0.5265 -1.0295
H 3.4176 1.7574 0.0123
H 4.6742 2.5394 -0.9250
H 2.3359 2.7082 -2.0227
H 2.0276 0.6814 -3.5180
H 3.1946 -1.3984 -1.8278
H 1.5497 -1.2602 -2.4295
H 0.9875 0.0094 -0.2350
H 1.4710 -1.6565 -0.0012
H -2.2864 -1.1401 -1.1414
H -1.7921 -1.3330 -2.8584
H -0.8411 -0.2244 -1.7180
F -2.4100 -2.1780 1.0189
C -1.1216 -1.6857 0.8552
F -1.1802 -0.3896 1.3720
F -0.3570 -2.3843 1.7875